Formula: C12H38O7
Source: OMol25
Level of theory: ωB97M-V/def2-TZVPD

```
! RIJCOSX wB97M-V def2-TZVPD def2/J DEFGRID3
* xyz 1 2
H -2.707 -0.473 0.409
H 1.227 3.083 -2.976
H 2.877 -0.004 -1.625
H -4.172 0.671 2.658
H 1.611 -1.047 -2.055
H -0.549 -2.086 -1.614
C -0.325 1.784 5.308
H -0.853 3.656 4.130
H -2.447 -4.207 -1.550
H 3.291 -2.502 -3.405
C 2.563 -0.670 -2.429
H -0.312 3.519 -3.815
H -2.451 1.716 0.327
H 1.500 2.286 4.948
O 0.807 1.997 -4.549
H 1.751 0.590 -3.765
H -0.807 0.824 5.492
C -0.925 2.570 4.060
H 2.922 -1.367 0.988
H -0.956 2.444 -1.751
H -2.012 2.573 3.984
C 2.112 -1.175 3.011
H 3.263 -2.663 1.893
H 1.477 -1.861 3.571
H 3.831 -2.245 -1.687
H -0.467 2.212 3.138
C -3.356 0.402 1.988
H -0.566 -0.066 1.189
C -0.649 1.877 -2.630
H 0.012 -0.044 -0.211
H 2.988 -1.039 3.645
C -1.824 -3.119 -3.011
H -2.498 0.101 2.589
H -0.323 0.860 -2.414
H -2.576 -2.353 -2.820
O 0.939 1.507 4.917
H -0.019 -1.794 -3.183
O 2.435 -0.082 -3.715
O -2.201 -4.377 -2.462
C 2.424 -1.985 1.735
H 1.159 0.352 3.498
C -3.195 1.707 1.124
H -4.145 1.940 0.644
H 4.553 -1.386 -2.999
H -2.006 -3.185 -4.084
H 0.287 -3.400 -2.607
C 0.309 2.710 -3.431
H -0.162 2.374 6.210
C 3.601 -1.783 -2.647
O -3.449 -0.544 1.014
O 1.379 0.004 2.631
H -2.988 2.509 1.832
O -0.799 -0.207 0.271
H 0.870 2.610 -5.285
C -0.444 -2.592 -2.574
H -1.536 1.859 -3.263
H 1.533 -2.485 1.352
*
```

## Properties
- LUMO energy (alpha / beta) (eV) = -2.878 / -9.493
- HOMO level (alpha / beta) (Ha) = -0.4365 / -0.4365

Calculated atomic charges, method Mulliken, unit e: 0.346, 0.320, 0.285, 0.361, -0.385, -0.071, -0.433, 0.405, 0.285, 0.334, 0.717, 0.398, 0.173, 0.279, -0.579, 0.230, 0.246, -0.760, 0.153, 0.172, 0.210, -0.248, 0.427, 0.273, 0.331, 0.240, -0.089, 0.297, -0.436, 0.248, 0.373, -0.635, 0.298, 0.028, 0.251, -0.588, 0.280, -0.508, -0.503, -0.992, 0.282, -0.698, 0.420, 0.378, 0.390, 0.288, -0.563, 0.339, -1.397, -0.128, -0.474, 0.291, -0.494, 0.308, -0.239, 0.316, 0.248